# 1
{"formula": "C30H65F4O3P", "method": "the ωB97M-V functional and the def2-TZVPD basis", "orbital_gap_ev": 9.9, "smiles": "CCO[PH](CCCOC(C)=O)(CCC(F)(F)F)[C@@H](C)F.CCCCCC.CCCCCC.CCCCCC", "total_charge": 0, "symbols": ["C", "C", "O", "P", "C", "C", "C", "O", "C", "C", "O", "C", "C", "C", "F", "F", "F", "C", "C", "F", "H", "H", "H", "H", "H", "H", "H", "H", "H", "H", "H", "H", "H", "H", "H", "H", "H", "H", "H", "H", "H", "H", "H", "C", "C", "C", "C", "C", "C", "H", "H", "H", "H", "H", "H", "H", "H", "H", "H", "H", "H", "H", "H", "C", "C", "C", "C", "C", "C", "H", "H", "H", "H", "H", "H", "H", "H", "H", "H", "H", "H", "H", "H", "C", "C", "C", "C", "C", "C", "H", "H", "H", "H", "H", "H", "H", "H", "H", "H", "H", "H", "H", "H"], "xyz": [[2.8961, -5.1688, 1.1918], [3.0979, -3.8277, 1.9164], [2.0119, -2.9791, 1.5838], [1.3244, -2.0267, 2.8634], [0.4820, -3.5044, 3.5710], [-1.0763, -3.4929, 3.3428], [-1.5758, -4.6902, 2.5266], [-2.4593, -5.5627, 3.2512], [-3.5927, -4.9693, 3.7227], [-4.4747, -4.1238, 2.8268], [-3.8766, -5.1253, 4.8355], [2.9636, -1.2973, 3.3700], [3.7407, -0.6311, 2.2004], [3.2080, 0.7245, 1.8296], [3.1640, 1.5624, 2.8175], [2.0585, 0.6419, 1.2117], [4.0533, 1.2594, 0.9307], [0.4051, -0.8671, 4.0805], [0.6720, -1.1155, 5.5698], [0.6026, 0.4722, 3.7471], [3.7828, -5.7784, 1.3883], [2.0376, -5.6915, 1.6058], [2.7881, -5.0141, 0.1239], [4.0309, -3.3987, 1.5407], [3.1454, -4.0734, 2.9821], [0.6369, -1.3351, 1.8349], [0.7951, -4.4441, 3.1297], [0.6476, -3.6480, 4.6373], [-1.5337, -3.4313, 4.3287], [-1.3697, -2.5896, 2.8108], [-0.7858, -5.3061, 2.1062], [-2.1326, -4.2998, 1.6711], [-3.8537, -3.3984, 2.2996], [-5.1373, -3.5285, 3.4387], [-5.0122, -4.7472, 2.1170], [3.6035, -1.9949, 3.9021], [2.8547, -0.4811, 4.0830], [4.7508, -0.4724, 2.5798], [3.7920, -1.2635, 1.3205], [-0.6782, -0.9829, 3.9780], [0.4469, -0.2077, 6.1271], [1.6748, -1.4845, 5.7858], [-0.0436, -1.8592, 5.9209], [-4.6504, -5.2510, -1.3368], [-5.6888, -4.1452, -1.1793], [-7.0170, -4.6413, -0.6092], [-7.7551, -5.6675, -1.4702], [-8.0772, -5.2062, -2.8909], [-9.0080, -3.9983, -2.9389], [-4.9787, -6.0174, -2.0401], [-3.7139, -4.8367, -1.7147], [-4.4436, -5.7311, -0.3771], [-5.8448, -3.6478, -2.1401], [-5.2859, -3.3832, -0.5052], [-7.6670, -3.7790, -0.4341], [-6.8372, -5.0850, 0.3761], [-8.6875, -5.9373, -0.9642], [-7.1674, -6.5887, -1.5240], [-8.5529, -6.0347, -3.4227], [-7.1566, -4.9820, -3.4370], [-9.9526, -4.2152, -2.4357], [-9.2319, -3.7300, -3.9725], [-8.5604, -3.1241, -2.4631], [3.8957, 2.9607, -6.2561], [4.0724, 3.7025, -4.9346], [4.7605, 2.8673, -3.8566], [4.0028, 1.6091, -3.4303], [2.5871, 1.8555, -2.9099], [2.5481, 2.7153, -1.6498], [3.2578, 2.0826, -6.1442], [3.4304, 3.6117, -6.9984], [4.8605, 2.6366, -6.6523], [3.1015, 4.0589, -4.5792], [4.6760, 4.5966, -5.1155], [4.9378, 3.4994, -2.9810], [5.7515, 2.5701, -4.2155], [4.5835, 1.1012, -2.6532], [3.9529, 0.9101, -4.2707], [2.1282, 0.8881, -2.6865], [1.9692, 2.3137, -3.6876], [3.1231, 2.2531, -0.8484], [1.5198, 2.8334, -1.3023], [2.9511, 3.7141, -1.8302], [3.2117, 7.0035, -2.6715], [3.4542, 7.4347, -1.2284], [2.4215, 6.8770, -0.2498], [0.9821, 7.3310, -0.4977], [0.7701, 8.8445, -0.4868], [1.0977, 9.4919, 0.8552], [2.2551, 7.3692, -3.0483], [3.9947, 7.3997, -3.3209], [3.2229, 5.9148, -2.7584], [3.4869, 8.5263, -1.1708], [4.4439, 7.0852, -0.9211], [2.7187, 7.1470, 0.7679], [2.4496, 5.7831, -0.2885], [0.3400, 6.8772, 0.2640], [0.6347, 6.9341, -1.4562], [-0.2775, 9.0478, -0.7258], [1.3604, 9.3179, -1.2764], [0.4875, 9.0630, 1.6530], [0.8995, 10.5645, 0.8201], [2.1480, 9.3612, 1.1209]], "forces_ev_per_angstrom": [[0.59, 0.35, 0.61], [-0.74, -1.09, -1.18], [0.45, 0.38, 0.51], [-0.41, 0.72, -0.34], [-0.78, -0.72, 0.35], [0.90, 0.29, -0.02], [-0.87, 0.24, -0.52], [0.50, 0.27, -0.40], [0.28, 0.76, -2.42], [1.00, 0.30, -0.40], [-1.01, -0.85, 3.82], [0.21, 0.76, -0.35], [0.12, -0.84, 1.15], [1.64, -1.51, -1.17], [-0.55, 1.10, 1.59], [-1.80, 0.17, -0.31], [0.82, 0.42, -0.61], [-0.89, -0.76, 0.98], [-0.24, 0.10, -0.36], [0.63, 0.23, -0.13], [-0.08, -0.13, -0.18], [-0.17, -0.05, -0.16], [-0.10, -0.04, -0.10], [0.12, 0.14, 0.43], [0.18, 0.40, 0.13], [0.20, -0.33, 0.04], [0.59, 0.20, -0.24], [0.21, 0.40, 0.08], [-0.33, -0.21, -0.08], [-0.04, 0.05, 0.00], [0.11, -0.10, 0.30], [0.12, -0.10, -0.14], [-0.14, -0.11, -0.37], [-0.29, -0.28, 0.21], [-0.04, 0.05, -0.10], [0.00, -0.39, -0.31], [-0.54, -0.14, 0.18], [0.10, 0.09, -0.23], [-0.09, 0.13, -0.15], [0.00, -0.15, -0.30], [0.25, 0.08, 0.09], [0.08, 0.20, 0.10], [0.08, -0.11, 0.05], [0.04, 0.16, -0.09], [0.04, -0.11, 0.13], [-0.08, 0.12, 0.00], [0.10, -0.08, -0.04], [-0.13, 0.01, 0.05], [0.09, -0.01, -0.10], [0.01, -0.02, 0.03], [0.03, -0.08, 0.01], [-0.02, -0.05, -0.02], [-0.04, 0.00, 0.01], [-0.03, 0.03, -0.03], [-0.01, -0.02, 0.01], [0.01, 0.00, 0.00], [0.00, 0.01, -0.02], [0.00, 0.01, 0.02], [0.05, -0.01, -0.01], [0.01, -0.02, 0.02], [0.01, 0.03, 0.02], [-0.04, 0.03, 0.03], [-0.03, 0.00, 0.01], [-0.11, 0.12, 0.03], [0.12, -0.04, -0.09], [0.00, 0.05, 0.10], [-0.04, -0.05, -0.09], [0.05, -0.01, 0.12], [-0.11, 0.01, -0.11], [0.03, -0.02, -0.01], [0.02, -0.05, -0.03], [-0.01, -0.04, 0.01], [0.01, -0.01, 0.02], [-0.04, 0.02, 0.04], [0.00, -0.02, 0.00], [-0.01, 0.02, -0.02], [-0.02, 0.01, 0.02], [0.02, 0.02, 0.00], [-0.01, 0.01, -0.04], [0.03, -0.02, -0.03], [-0.01, 0.09, -0.07], [0.03, 0.03, 0.05], [0.00, -0.01, 0.01], [0.11, 0.14, 0.02], [-0.01, -0.14, -0.03], [0.02, 0.04, 0.10], [0.00, -0.02, -0.11], [-0.07, -0.03, 0.12], [0.02, 0.08, -0.11], [0.00, -0.04, -0.01], [-0.03, -0.05, -0.05], [-0.05, 0.01, -0.02], [-0.03, 0.00, 0.03], [0.00, 0.03, 0.02], [-0.02, -0.01, 0.00], [0.02, 0.01, -0.01], [0.00, 0.02, 0.00], [0.01, -0.02, 0.01], [0.02, 0.00, -0.04], [0.00, -0.03, -0.01], [0.04, -0.01, 0.01], [0.00, -0.01, 0.05], [-0.02, -0.01, 0.02]]}


# 2
{"formula": "C5H6O2", "method": "the ωB97M-V functional and the def2-TZVPD basis", "de_lowest_kcal_mol": 90.7, "orbital_gap_ev": 10.3, "total_charge": 0, "symbols": ["O", "C", "C", "O", "C", "C", "C", "H", "H", "H", "H", "H", "H"], "xyz": [[-0.0374, -2.9670, 0.2030], [-0.6885, -2.0377, 0.1985], [-2.2012, 0.3577, -0.8102], [-1.6800, 0.7868, -1.8067], [1.1132, 0.7222, -0.4098], [1.1597, 0.7416, 1.0914], [2.0044, -0.0391, 0.1315], [-1.8662, 0.6420, 0.2058], [-3.0524, -0.3507, -0.8551], [0.5937, 1.1047, -1.2756], [0.3774, 0.2323, 1.6656], [1.5789, 1.6061, 1.6128], [2.8070, -0.7540, 0.0352]], "forces_ev_per_angstrom": [[-0.76, 1.10, 0.00], [0.78, -1.19, 0.03], [0.00, 0.09, -0.14], [-0.22, -0.12, 0.27], [0.15, -0.13, -0.08], [-0.12, 0.11, 0.36], [-0.03, 0.05, -0.19], [0.02, 0.03, -0.16], [0.10, 0.08, -0.03], [0.14, -0.07, 0.14], [0.11, 0.06, -0.09], [-0.05, -0.13, -0.10], [-0.13, 0.12, -0.01]]}


# 3
{"formula": "C13H23I2OP2PtS", "method": "the ωB97M-V functional and the def2-TZVPD basis", "de_lowest_kcal_mol": 447.8, "multiplicity": 5, "orbital_gap_ev": [3.0, 1.9], "total_charge": 3, "symbols": ["I", "I", "Pt", "P", "C", "C", "H", "H", "H", "H", "H", "H", "C", "H", "H", "H", "P", "C", "C", "H", "H", "H", "C", "H", "H", "H", "H", "H", "H", "C", "O", "S", "C", "C", "C", "C", "C", "C", "H", "H", "H", "H", "H"], "xyz": [[-1.5293, -4.0764, -2.0138], [-0.6312, 1.1090, -3.3075], [1.3807, -0.8992, 0.4472], [3.4622, -0.3769, 0.0183], [2.8367, -0.8844, 1.5907], [3.8159, -1.7684, -1.1928], [4.8867, -1.7908, -1.0054], [4.7452, 1.1406, -0.7579], [3.5360, -1.5575, -2.2260], [3.1941, 1.3513, -1.6747], [2.3200, -1.9136, 1.5801], [3.3235, -2.7076, -0.9595], [3.6722, 1.2368, -0.6971], [3.8107, -0.8815, 2.1204], [3.2766, 1.9053, 0.0512], [2.2199, -0.1319, 2.1513], [-1.1841, -1.0296, -2.5196], [-2.8209, -1.4163, -1.8355], [-2.0059, 0.0484, -4.1886], [-0.1240, -2.2685, -4.4293], [-2.0197, -2.3008, -4.4186], [-1.4316, -3.3626, -3.7728], [-1.0697, -2.2065, -3.9142], [-1.0027, 0.1895, -4.8409], [-2.6718, -0.6495, -4.6456], [-3.3617, -1.6702, -2.7536], [-3.2214, -0.6063, -1.2538], [-2.4739, 0.9814, -3.6856], [-2.6932, -2.3330, -1.2170], [-0.3958, -0.2478, 1.0310], [-1.2891, 0.2622, 1.6364], [1.1477, 2.8159, 2.3689], [-0.2578, 2.5436, 3.2379], [-1.4845, 3.1762, 2.8853], [-2.5103, 2.9767, 3.7575], [-2.5128, 2.1043, 4.8351], [-1.4561, 1.2570, 4.7798], [-0.3274, 1.3059, 4.0288], [-1.4248, 3.9719, 2.1341], [-3.4439, 3.5651, 3.5543], [-3.3810, 1.9829, 5.4953], [-1.4413, 0.4474, 5.5340], [0.5378, 0.7079, 4.0722]], "forces_ev_per_angstrom": [[1.09, -3.48, 1.53], [8.37, 6.71, 5.49], [-9.17, 0.67, -4.23], [0.29, -0.80, -4.26], [5.19, 0.64, 5.89], [0.57, 0.83, 1.00], [0.32, -0.92, -0.93], [0.65, 1.44, -0.41], [0.34, 0.59, 0.16], [0.16, -0.17, 0.25], [1.13, -0.88, 1.02], [0.20, -0.03, 0.56], [0.06, -0.78, 0.36], [-0.77, -0.97, 0.67], [0.34, 0.77, 0.07], [1.03, 0.24, 0.44], [-1.06, -3.54, -0.33], [-0.30, 0.51, 0.33], [-1.82, 0.23, -0.92], [0.02, 0.10, -0.50], [0.06, 1.16, -1.28], [1.46, 0.83, 0.49], [-0.05, -1.76, -0.28], [-3.63, -1.23, -1.82], [-0.48, -0.10, -0.20], [-0.55, 0.04, 0.55], [-0.49, 0.53, 0.05], [-2.30, -1.53, -2.83], [-0.43, 1.56, -0.26], [-5.27, 2.30, 2.93], [4.91, -2.92, -3.72], [0.66, 0.22, -0.48], [-0.01, -2.79, -1.30], [1.87, 0.76, 1.20], [-3.51, 2.15, -0.82], [-0.68, 0.60, -1.49], [1.26, -4.17, 3.53], [-0.95, 4.51, -0.93], [-0.44, -0.39, 0.31], [0.90, -0.51, 0.34], [0.68, 0.14, -0.21], [-0.24, 0.25, -0.42], [0.62, -0.82, 0.43]]}


# 4
{"formula": "C5H5N4O2", "method": "the ωB97M-V functional and the def2-TZVPD basis", "de_lowest_kcal_mol": 0.0, "orbital_gap_ev": 8.6, "total_charge": -1, "symbols": ["C", "C", "C", "C", "C", "N", "N", "N", "N", "O", "O", "H", "H", "H", "H", "H"], "xyz": [[0.7337, -1.7199, -0.8433], [0.1784, -0.2832, 1.1160], [2.4027, -0.8605, 0.6130], [-2.2932, -0.3508, -0.0098], [1.0843, -0.9390, 0.2815], [0.4362, -2.4062, -1.7267], [-1.1107, -0.3563, 1.0718], [3.4721, -0.8573, 1.0307], [0.4590, 1.9645, -0.8541], [-3.3659, -0.5039, 0.4726], [-1.9892, 0.0001, -1.1202], [0.5552, 0.2433, 1.9566], [-1.5254, 0.1168, 1.8743], [-0.6104, 1.8014, -0.9990], [0.9281, 1.2399, -1.4869], [0.6450, 2.9110, -1.3765]], "forces_ev_per_angstrom": [[-0.69, -0.62, -0.55], [0.93, -1.39, -1.39], [1.60, -0.09, 0.77], [0.99, 0.89, -0.99], [-2.11, 0.58, -0.33], [0.30, 0.35, 0.37], [-2.36, 0.82, 0.84], [1.07, 0.19, 0.09], [-0.97, 1.08, -2.65], [-2.24, -1.06, 2.56], [1.93, 0.24, -1.61], [0.69, 0.34, 0.58], [-0.07, -0.33, -0.31], [2.41, 0.01, 0.20], [-1.03, 1.24, 1.17], [-0.43, -2.25, 1.25]]}


# 5
{"formula": "C2H4N2O2", "method": "the ωB97M-V functional and the def2-TZVPD basis", "de_lowest_kcal_mol": 81.3, "multiplicity": 3, "orbital_gap_ev": [6.0, 7.6], "total_charge": 0, "symbols": ["C", "C", "N", "N", "O", "O", "H", "H", "H", "H"], "xyz": [[-1.6476, -0.0377, 0.7696], [1.6750, 0.6073, 0.3289], [2.1958, 0.5860, -0.7299], [-0.6818, -0.2154, 0.0380], [1.4690, 0.3806, 1.4418], [-0.9076, -1.0480, -1.1078], [-2.7046, -0.5034, 0.6368], [-1.6431, 0.5721, 1.6104], [0.0471, -1.3432, -1.3496], [2.1977, 1.0016, -1.6381]], "forces_ev_per_angstrom": [[-11.28, 0.38, 5.38], [0.82, -0.79, 1.33], [0.78, 0.13, -2.74], [7.71, -4.25, -8.17], [-0.72, 0.64, 1.48], [2.48, 1.61, 0.68], [2.31, 0.04, 0.13], [0.44, 1.51, 0.91], [-2.23, 0.51, 0.75], [-0.32, 0.22, 0.26]]}


# 6
{"formula": "C6H6Br2N2", "method": "the ωB97M-V functional and the def2-TZVPD basis", "de_lowest_kcal_mol": 49.9, "orbital_gap_ev": [7.7, 7.3], "smiles": "C/C(Br)=N/C(Br)=C(\\C)C#N", "total_charge": 0, "symbols": ["C", "C", "Br", "N", "C", "Br", "C", "C", "C", "N", "H", "H", "H", "H", "H", "H"], "xyz": [[-0.2530, 2.3437, -1.7076], [-0.4957, 1.8464, -0.2848], [-1.6594, 3.0836, 0.7357], [-0.2468, 0.6992, 0.0206], [-0.3639, -0.0836, 1.0870], [-1.4063, 0.2605, 2.6462], [0.2742, -1.6825, 0.8689], [1.0497, -1.9369, -0.3251], [0.2062, -2.4892, 2.0707], [0.0753, -3.1707, 2.9778], [0.0409, 3.3087, -1.6827], [0.2394, 1.4389, -2.1219], [-1.3033, 2.2359, -2.1186], [2.0405, -1.5377, -0.2239], [0.7336, -1.4412, -1.2310], [1.0685, -2.8750, -0.7114]], "forces_ev_per_angstrom": [[-3.23, -5.01, 1.15], [-1.56, 3.44, -1.46], [0.54, -0.13, -0.19], [1.15, -3.05, 1.48], [1.61, -5.83, -0.48], [0.50, -0.25, -0.50], [-3.00, 5.45, 2.91], [0.35, 2.34, -0.63], [0.09, 1.44, -2.85], [-0.06, -0.82, 1.27], [1.52, 2.86, -0.68], [0.68, 1.47, -0.39], [1.01, 0.67, 0.08], [0.92, -0.14, 0.29], [-0.84, 0.94, 0.12], [0.29, -3.38, -0.13]]}


# 7
{"formula": "C5H8O", "method": "the ωB97M-V functional and the def2-TZVPD basis", "de_lowest_kcal_mol": 31.2, "orbital_gap_ev": 10.6, "smiles": "C=C[C@H](C)C=O", "total_charge": 0, "symbols": ["C", "C", "C", "C", "C", "O", "H", "H", "H", "H", "H", "H", "H", "H"], "xyz": [[1.1520, 1.4827, -0.3296], [0.7882, 0.3182, -0.8516], [-0.3407, -0.5231, -0.3066], [-1.4447, 0.2515, 0.4189], [0.3986, -1.5607, 0.5438], [1.5277, -1.9146, 0.3020], [0.5097, 2.0338, 0.3516], [2.1421, 1.8853, -0.5155], [1.4601, -0.1965, -1.5326], [-0.8206, -1.1309, -1.0909], [-1.0532, 0.9195, 1.1927], [-1.9890, 0.8723, -0.3015], [-2.1717, -0.4147, 0.8958], [-0.1467, -2.0070, 1.3998]], "forces_ev_per_angstrom": [[-0.04, -0.03, -0.07], [0.17, 0.14, 0.11], [0.03, 0.03, -0.04], [0.01, 0.00, 0.06], [0.25, -0.22, -0.05], [-0.57, -0.04, 0.27], [0.21, -0.10, 0.02], [-0.25, 0.20, -0.30], [-0.07, 0.09, 0.10], [0.15, 0.17, -0.03], [-0.01, -0.19, -0.08], [0.11, -0.12, 0.13], [0.16, 0.00, -0.10], [-0.12, 0.07, -0.03]]}


# 8
{"formula": "C5H9N3O", "method": "the ωB97M-V functional and the def2-TZVPD basis", "de_lowest_kcal_mol": 93.3, "orbital_gap_ev": 9.0, "smiles": "OC[C@@H]1[C@@H]2N=CNN[C@H]12", "total_charge": 0, "symbols": ["O", "C", "C", "C", "N", "C", "N", "N", "C", "H", "H", "H", "H", "H", "H", "H", "H", "H"], "xyz": [[1.4516, -0.7867, 2.1012], [1.2838, 0.1724, 1.0653], [1.0710, -0.5199, -0.3286], [0.2775, 0.2227, -1.3652], [-0.2931, 1.5320, -1.0390], [-1.2945, 1.5206, -0.2925], [-1.9095, 0.4162, 0.2237], [-1.5837, -0.8597, -0.2960], [-0.2506, -1.0124, -0.7362], [2.3244, -1.2343, 1.9800], [0.3450, 0.6268, 1.4774], [2.0899, 0.8569, 1.0879], [1.9076, -1.1080, -0.7027], [0.8083, 0.2796, -2.3221], [-1.6889, 2.4487, 0.1273], [-2.0247, 0.4699, 1.2439], [-2.3096, -1.1109, -0.9648], [-0.2045, -1.9139, -1.2598]], "forces_ev_per_angstrom": [[1.71, -1.18, 0.03], [-2.11, -1.60, 0.08], [0.13, 1.89, 3.31], [1.80, 1.26, -1.75], [1.06, -0.74, -1.08], [-0.24, 0.43, 1.09], [-0.79, -0.75, 0.74], [-1.40, 0.47, 2.75], [-0.76, 0.33, -2.06], [-1.09, 0.47, 0.20], [0.89, 0.24, -1.20], [0.77, 0.94, -0.31], [-0.15, 0.08, 0.20], [-0.63, -0.28, 0.11], [-0.03, 0.05, -0.28], [-0.11, -0.42, -0.71], [0.81, 0.08, -0.08], [0.15, -1.28, -1.04]]}


# 9
{"formula": "C2H6Cl3NOSi", "method": "the ωB97M-V functional and the def2-TZVPD basis", "orbital_gap_ev": 9.9, "smiles": "CN(C)O[Si](Cl)(Cl)Cl", "total_charge": 0, "symbols": ["C", "N", "C", "O", "Si", "Cl", "Cl", "Cl", "H", "H", "H", "H", "H", "H"], "xyz": [[-0.4171, 1.0393, 1.2614], [-0.8481, -0.0810, 0.5178], [0.2097, -0.6631, -0.3913], [-1.9366, 0.3333, -0.3950], [-3.4805, -0.0851, -0.1163], [-3.5909, -0.1713, 1.8871], [-4.4832, 1.4859, -0.8590], [-4.2477, -1.6997, -1.0826], [-1.2585, 1.4136, 1.8180], [0.4083, 0.6860, 1.8235], [0.0381, 1.8222, 0.7013], [0.0307, -1.7144, -0.4922], [0.0376, -0.1102, -1.2833], [1.1517, -0.5835, 0.0972]], "forces_ev_per_angstrom": [[-0.24, 0.39, -0.34], [-0.44, -2.11, -1.25], [-2.15, 0.58, 1.48], [1.29, -0.08, -0.04], [0.42, 0.26, 0.08], [-0.60, -0.35, 0.52], [-0.45, 0.44, -0.14], [0.30, -0.11, 0.26], [0.06, 0.20, 0.60], [0.43, -0.45, 1.34], [0.04, 1.05, -1.06], [-0.36, -0.53, -0.41], [0.84, 0.17, -1.13], [0.87, 0.55, 0.09]]}